# 1
C33H37F7N6NiO7S3Te as an isolated structure at a distorted geometry, computed with ωB97M-V with the def2-TZVPD basis set.

```
95
C33H37F7N6NiO7S3Te (ωB97M-V with the def2-TZVPD basis set)
Ni -0.364 -1.897 -0.552
C 0.740 0.816 6.022
C 1.243 1.745 4.919
N 0.727 1.378 3.619
C 1.532 0.669 2.766
C 1.118 0.162 1.578
C 2.101 -0.517 0.672
O 3.286 -0.166 0.668
O 1.686 -1.424 -0.135
C -0.243 0.405 1.151
O -0.828 -0.116 0.152
C -0.958 1.367 1.916
C -2.180 1.862 1.384
C -2.977 2.677 2.129
F -4.136 3.158 1.587
C -2.640 3.003 3.439
C -1.391 2.543 3.966
C -0.526 1.781 3.198
N -3.528 3.660 4.398
C -4.957 3.792 4.060
C -5.702 4.201 5.350
N -4.742 4.178 6.441
C -3.746 5.223 6.254
C -3.064 4.982 4.890
H 1.105 1.161 6.986
H 1.097 -0.195 5.853
H -0.345 0.793 6.041
H 2.333 1.693 4.876
H 0.965 2.782 5.130
H 2.555 0.523 3.081
H -2.449 1.554 0.389
H -1.173 2.777 4.994
H -5.321 2.841 3.677
H -5.075 4.542 3.278
H -6.501 3.490 5.566
H -6.153 5.197 5.227
H -3.525 3.078 5.250
H -5.209 4.281 7.336
H -3.025 5.146 7.071
H -4.192 6.228 6.278
H -1.980 4.957 4.980
H -3.325 5.742 4.152
F 0.060 -0.476 -5.174
C 0.351 0.388 -4.189
F 1.485 1.013 -4.516
F -0.619 1.306 -4.160
S 0.462 -0.478 -2.513
O -0.843 -1.059 -2.449
O 0.947 0.584 -1.720
N 1.540 -1.583 -2.914
S 1.216 -3.127 -2.752
O 2.382 -3.890 -2.986
O 0.338 -3.529 -1.704
C 0.097 -3.546 -4.239
F -1.084 -2.926 -4.228
F 0.621 -3.370 -5.449
F -0.166 -4.858 -4.109
C -3.597 -4.628 -2.397
C -3.359 -3.608 -1.339
C -4.169 -2.532 -1.108
C -3.852 -1.673 -0.023
N -2.798 -1.852 0.724
C -1.917 -2.834 0.432
S -0.662 -3.229 1.491
N -2.284 -3.786 -0.535
C -4.730 -0.518 0.326
H -4.599 -4.533 -2.806
H -3.462 -5.631 -1.996
H -2.879 -4.490 -3.204
H -5.035 -2.345 -1.719
H -1.636 -4.554 -0.684
H -5.782 -0.765 0.201
H -4.490 0.316 -0.334
H -4.526 -0.212 1.348
C 8.055 -1.359 -6.476
C 6.917 -1.340 -5.500
C 5.611 -1.535 -5.910
C 4.552 -1.517 -5.012
C 3.175 -1.796 -5.526
C 4.776 -1.276 -3.653
Te 3.381 -1.186 -1.928
C 6.101 -1.079 -3.235
C 6.427 -0.811 -1.794
C 7.145 -1.121 -4.148
H 7.694 -1.508 -7.491
H 8.749 -2.161 -6.229
H 8.599 -0.416 -6.435
H 5.402 -1.709 -6.958
H 3.142 -1.776 -6.613
H 2.464 -1.078 -5.135
H 2.871 -2.783 -5.185
H 5.522 -0.759 -1.183
H 6.955 0.135 -1.702
H 7.063 -1.603 -1.404
H 8.158 -0.974 -3.798
```

Calculated values
2S+1: 3
⟨S²⟩: 2.061
strongest force on any atom: 4.69 eV/A
E_HOMO (spin up / spin down): -4.71 / -6.71 eV
lowest unoccupied orbital energy (spin up / spin down): -0.1 / -0.1 eV
orbital gap (spin up / spin down): 4.6 / 6.6 eV
E_tot: -157954.520 eV



# 2
A 4-piece molecular cluster, C33H37N3O3P2 overall at a distorted geometry, computed with ωB97M-V with the def2-TZVPD basis set.

```
78
C33H37N3O3P2 (ωB97M-V with the def2-TZVPD basis set)
C 1.874 1.850 -0.338
C 0.535 2.633 -0.267
P 0.111 2.726 1.514
C -0.170 0.963 1.977
C -1.578 3.578 1.792
C -1.386 4.108 3.149
N -1.282 4.571 4.183
O -2.722 2.704 1.968
C -2.998 1.783 1.024
O -2.429 1.663 -0.027
C -4.077 0.849 1.460
C -3.894 -0.523 1.356
C -4.900 -1.357 1.821
C -6.056 -0.830 2.373
C -6.253 0.540 2.451
C -5.243 1.381 1.999
C -1.830 4.826 0.920
C -0.661 5.841 1.059
C -1.953 4.556 -0.502
N -2.046 4.275 -1.605
P -3.489 5.762 1.331
N -4.071 5.208 2.821
O -2.918 7.242 1.763
H 1.771 0.926 -0.890
H 2.654 2.468 -0.765
H 2.227 1.583 0.659
H -0.211 2.173 -0.904
H 0.749 3.642 -0.596
H -0.555 0.447 1.098
H 0.779 0.505 2.223
H -0.921 0.854 2.752
H -2.988 -0.929 0.945
H -4.775 -2.428 1.774
H -6.817 -1.503 2.744
H -7.137 0.988 2.877
H -5.363 2.450 2.069
H 0.304 5.382 0.870
H -0.671 6.341 2.019
H -0.812 6.602 0.299
H -4.435 4.268 2.795
H -3.471 5.358 3.627
H -3.408 7.508 2.554
C -0.637 -1.543 -1.260
C -1.258 -2.730 -0.895
C -0.721 -3.947 -1.292
C 0.439 -3.978 -2.052
C 1.057 -2.792 -2.424
C 0.519 -1.576 -2.029
H -1.058 -0.592 -0.952
H -2.166 -2.707 -0.306
H -1.207 -4.872 -1.008
H 0.860 -4.928 -2.359
H 1.958 -2.815 -3.023
H 0.999 -0.652 -2.324
C 2.841 -3.711 2.002
C 2.919 -2.349 1.748
C 3.431 -1.492 2.713
C 3.864 -1.994 3.932
C 3.781 -3.356 4.188
C 3.271 -4.214 3.223
H 2.446 -4.380 1.248
H 2.578 -1.955 0.798
H 3.494 -0.429 2.513
H 4.264 -1.325 4.683
H 4.113 -3.749 5.140
H 3.208 -5.276 3.422
C 5.554 -4.006 -6.619
C 4.818 -3.062 -7.321
C 3.559 -2.688 -6.872
C 3.035 -3.262 -5.722
C 3.768 -4.211 -5.024
C 5.028 -4.583 -5.471
H 6.538 -4.293 -6.966
H 5.226 -2.616 -8.219
H 2.986 -1.950 -7.418
H 2.053 -2.969 -5.371
H 3.357 -4.663 -4.130
H 5.600 -5.322 -4.926
```

Calculated values
strongest force on any atom: 1.52 eV/A
E_HOMO: -8.60 eV
lowest unoccupied orbital energy: 0.5 eV
orbital gap: 9.1 eV
E_tot: -64010.934 eV



# 3
An isolated molecule of C33H37N3O8S at a distorted geometry, computed with ωB97M-V with the def2-TZVPD basis set.

```
82
C33H37N3O8S (ωB97M-V with the def2-TZVPD basis set)
C -2.106 -1.450 3.937
C -1.621 -0.783 2.682
O -0.551 -1.568 2.058
C -0.507 -1.597 0.728
O -1.444 -1.404 -0.062
C 0.992 -1.706 0.262
O 1.214 -1.945 -1.052
C 0.364 -2.578 -2.096
C 1.740 -0.306 0.472
C 1.095 1.020 0.070
C -0.152 1.374 0.429
N -0.834 2.527 0.174
C -2.301 2.514 0.087
C -2.832 1.603 -1.011
C -4.338 1.519 -0.999
C -5.082 1.970 -2.092
C -6.476 1.968 -2.032
C -7.131 1.456 -0.904
C -6.380 0.953 0.162
C -4.983 0.962 0.108
C -2.612 3.987 -0.078
O -3.709 4.472 -0.280
N -1.430 4.674 0.049
C -1.419 6.104 -0.136
C -0.263 3.843 -0.155
C 0.193 3.931 -1.624
C 0.895 4.244 0.765
C 3.282 -0.098 0.326
C 4.053 -1.254 0.273
C 5.394 -1.283 -0.157
C 6.047 -0.102 -0.460
C 5.336 1.107 -0.352
N 5.991 2.358 -0.649
O 7.187 2.326 -1.025
O 5.371 3.446 -0.555
C 3.968 1.110 0.053
S 1.259 -3.742 1.007
O 2.265 -3.419 2.031
O -0.014 -4.210 1.543
C 1.844 -5.271 0.133
C 0.909 -6.136 -0.427
C 1.299 -7.421 -0.800
C 2.601 -7.865 -0.575
C 3.535 -6.984 -0.031
C 3.151 -5.694 0.346
H -2.546 -0.699 4.604
H -2.888 -2.174 3.687
H -1.265 -1.951 4.417
H -2.397 -0.601 1.936
H -1.145 0.179 2.866
H 1.111 -2.939 -2.803
H -0.158 -3.452 -1.710
H -0.257 -1.812 -2.580
H 1.491 -0.553 1.557
H 1.621 1.609 -0.671
H -0.769 0.607 0.871
H -2.719 2.197 1.059
H -2.493 1.975 -1.982
H -2.362 0.613 -0.909
H -4.563 2.389 -2.957
H -7.060 2.363 -2.861
H -8.222 1.424 -0.850
H -6.862 0.543 1.050
H -4.370 0.592 0.933
H -2.373 6.509 0.207
H -0.629 6.519 0.496
H -1.272 6.407 -1.188
H -0.655 3.713 -2.287
H 0.535 4.956 -1.839
H 1.009 3.225 -1.819
H 0.555 4.276 1.807
H 1.719 3.528 0.666
H 1.255 5.246 0.498
H 3.578 -2.183 0.551
H 5.943 -2.218 -0.284
H 7.074 -0.054 -0.797
H 3.487 2.089 0.135
H -0.115 -5.802 -0.581
H 0.581 -8.068 -1.295
H 2.921 -8.857 -0.896
H 4.588 -7.263 0.055
H 3.855 -4.986 0.769
```

Calculated values
ΔE to the lowest compared entry with this formula, charge and spin: 0.000 eV
strongest force on any atom: 4.83 eV/A
E_HOMO: -8.12 eV
lowest unoccupied orbital energy: -1.1 eV
orbital gap: 7.0 eV
E_tot: -66499.488 eV



# 4
C33H37N5SeSiSn as an isolated structure, computed with ωB97M-V with the def2-TZVPD basis set.

```
78
C33H37N5SeSiSn (ωB97M-V with the def2-TZVPD basis set)
Sn 0.861 0.895 -0.871
C -3.107 -0.803 -0.306
C -2.241 -0.518 -1.538
C -1.169 -1.558 -1.684
C -1.512 -2.803 -2.202
C -0.581 -3.821 -2.233
C 0.684 -3.580 -1.720
C 0.966 -2.318 -1.244
N 0.073 -1.321 -1.243
N -2.474 -0.385 0.942
C -2.924 0.958 1.321
C -2.074 1.616 2.381
C -1.119 2.568 2.034
C -0.362 3.156 3.032
C -0.582 2.777 4.347
C -1.560 1.829 4.600
N -2.299 1.264 3.648
C -2.673 -1.369 2.006
C -1.656 -2.478 1.906
C -1.973 -3.738 1.415
C -0.981 -4.705 1.348
C 0.295 -4.382 1.776
C 0.518 -3.097 2.253
N -0.426 -2.168 2.322
H -3.299 -1.878 -0.260
H -4.086 -0.319 -0.426
H -1.811 0.482 -1.473
H -2.864 -0.540 -2.434
H -2.517 -2.956 -2.575
H -0.838 -4.789 -2.644
H 1.447 -4.345 -1.701
H 1.947 -2.074 -0.860
H -3.968 0.940 1.673
H -2.891 1.576 0.422
H -0.964 2.828 0.997
H 0.390 3.894 2.785
H -0.016 3.209 5.162
H -1.770 1.512 5.616
H -3.694 -1.781 1.986
H -2.538 -0.875 2.965
H -2.985 -3.958 1.098
H -1.203 -5.695 0.969
H 1.101 -5.103 1.746
H 1.503 -2.800 2.599
C 2.392 0.523 3.749
C 3.761 0.582 3.529
C 4.249 0.379 2.251
C 3.354 0.105 1.217
N 2.036 0.064 1.437
C 1.568 0.274 2.666
C 3.794 -0.134 -0.182
C 5.075 -0.641 -0.412
C 5.515 -0.889 -1.700
C 4.674 -0.619 -2.769
C 3.401 -0.117 -2.538
C 2.919 0.127 -1.251
H 1.966 0.676 4.731
H 4.442 0.794 4.344
H 5.308 0.454 2.052
H 0.493 0.216 2.778
H 5.726 -0.871 0.422
H 6.506 -1.294 -1.866
H 5.007 -0.800 -3.784
H 2.769 0.091 -3.393
C -2.712 2.434 -4.159
Si -1.063 3.039 -3.493
C -0.459 4.424 -4.600
C -1.366 3.741 -1.777
Se 0.468 1.381 -3.526
H -3.440 3.249 -4.189
H -3.122 1.634 -3.540
H -2.595 2.043 -5.172
H -1.210 5.215 -4.686
H -0.241 4.048 -5.600
H 0.459 4.861 -4.202
H -2.041 4.599 -1.841
H -0.435 4.068 -1.309
H -1.827 2.998 -1.122
```

Calculated values
ΔE to the lowest compared entry with this formula, charge and spin: 0.070 eV
strongest force on any atom: 0.28 eV/A
E_HOMO: -6.84 eV
lowest unoccupied orbital energy: 0.4 eV
orbital gap: 7.2 eV
E_tot: -121330.091 eV



- What is the strongest force on any atom in the third record?
  4.83 eV/A



- Which value of E_tot does entry 3 give?
  -66499.488 eV



Repeat the second record exactly.
A 4-piece molecular cluster, C33H37N3O3P2 overall at a distorted geometry, computed with ωB97M-V with the def2-TZVPD basis set.

```
78
C33H37N3O3P2 (ωB97M-V with the def2-TZVPD basis set)
C 1.874 1.850 -0.338
C 0.535 2.633 -0.267
P 0.111 2.726 1.514
C -0.170 0.963 1.977
C -1.578 3.578 1.792
C -1.386 4.108 3.149
N -1.282 4.571 4.183
O -2.722 2.704 1.968
C -2.998 1.783 1.024
O -2.429 1.663 -0.027
C -4.077 0.849 1.460
C -3.894 -0.523 1.356
C -4.900 -1.357 1.821
C -6.056 -0.830 2.373
C -6.253 0.540 2.451
C -5.243 1.381 1.999
C -1.830 4.826 0.920
C -0.661 5.841 1.059
C -1.953 4.556 -0.502
N -2.046 4.275 -1.605
P -3.489 5.762 1.331
N -4.071 5.208 2.821
O -2.918 7.242 1.763
H 1.771 0.926 -0.890
H 2.654 2.468 -0.765
H 2.227 1.583 0.659
H -0.211 2.173 -0.904
H 0.749 3.642 -0.596
H -0.555 0.447 1.098
H 0.779 0.505 2.223
H -0.921 0.854 2.752
H -2.988 -0.929 0.945
H -4.775 -2.428 1.774
H -6.817 -1.503 2.744
H -7.137 0.988 2.877
H -5.363 2.450 2.069
H 0.304 5.382 0.870
H -0.671 6.341 2.019
H -0.812 6.602 0.299
H -4.435 4.268 2.795
H -3.471 5.358 3.627
H -3.408 7.508 2.554
C -0.637 -1.543 -1.260
C -1.258 -2.730 -0.895
C -0.721 -3.947 -1.292
C 0.439 -3.978 -2.052
C 1.057 -2.792 -2.424
C 0.519 -1.576 -2.029
H -1.058 -0.592 -0.952
H -2.166 -2.707 -0.306
H -1.207 -4.872 -1.008
H 0.860 -4.928 -2.359
H 1.958 -2.815 -3.023
H 0.999 -0.652 -2.324
C 2.841 -3.711 2.002
C 2.919 -2.349 1.748
C 3.431 -1.492 2.713
C 3.864 -1.994 3.932
C 3.781 -3.356 4.188
C 3.271 -4.214 3.223
H 2.446 -4.380 1.248
H 2.578 -1.955 0.798
H 3.494 -0.429 2.513
H 4.264 -1.325 4.683
H 4.113 -3.749 5.140
H 3.208 -5.276 3.422
C 5.554 -4.006 -6.619
C 4.818 -3.062 -7.321
C 3.559 -2.688 -6.872
C 3.035 -3.262 -5.722
C 3.768 -4.211 -5.024
C 5.028 -4.583 -5.471
H 6.538 -4.293 -6.966
H 5.226 -2.616 -8.219
H 2.986 -1.950 -7.418
H 2.053 -2.969 -5.371
H 3.357 -4.663 -4.130
H 5.600 -5.322 -4.926
```

Calculated values
strongest force on any atom: 1.52 eV/A
E_HOMO: -8.60 eV
lowest unoccupied orbital energy: 0.5 eV
orbital gap: 9.1 eV
E_tot: -64010.934 eV



- Which of these has the highest E_tot?
  C33H37N3O3P2